Record 1
Here is C10H20N2O3S as an isolated structure from the Open Molecules 2025 dataset. Energies are from ωB97M-V/def2-TZVPD.

Calculated values
Frontier orbital gap   9.57 eV
Energy relative to the best compared isomer or geometry (same formula, charge and spin)   251.42 kcal per mole
HOMO energy   -0.325 Eh

Last column: Mulliken charge in e.
Element x y z (Å)
H -0.199 -0.722 -4.825  0.28
C 0.703 0.735 -2.465  -0.82
H 1.621 -0.334 3.515  0.33
H -1.755 -1.170 -1.324  0.54
H 1.487 1.294 -1.921  0.53
N -0.019 -0.039 -1.512  0.33
C 0.330 -1.211 -4.029  -0.46
O 0.486 2.525 3.713  -0.54
C -1.170 0.297 3.066  -0.57
C -0.477 0.519 4.253  -0.69
C -0.634 -2.001 -3.068  -0.79
O -1.378 -1.392 1.073  -0.73
H -2.274 -0.162 3.381  0.37
H -0.036 -0.340 4.685  0.35
H 2.129 -1.001 -2.726  0.26
C 1.495 -0.342 -3.416  -1.39
H 1.474 0.481 0.476  0.23
H -1.144 0.996 5.064  0.36
O 0.638 -1.318 2.334  -0.73
H 0.880 -2.408 -4.535  0.25
H -1.644 0.676 -0.262  0.59
H -1.757 1.306 2.699  0.31
C -1.314 -0.667 -2.151  -0.93
C 0.652 1.410 3.786  0.03
H -1.580 -2.324 -3.424  0.45
H -0.340 1.951 -0.808  0.47
N 1.741 0.832 3.665  -0.27
C 0.116 0.635 0.844  -0.34
H -0.192 -2.574 -2.303  0.31
H 2.641 1.383 3.430  0.28
H 0.304 1.526 1.518  0.44
H 0.215 1.382 -3.232  0.32
H -1.988 -0.007 -2.714  0.27
C -0.642 0.918 -0.527  -1.34
H 2.023 -0.184 -4.072  0.94
S -0.394 -0.671 1.812  1.35

Atoms 1-2, force components in eV/Å:
-0.20 0.20 -0.34
3.55 -1.04 -2.70

Record 2
Here is C11H10BrNRuS as an isolated structure from the Open Molecules 2025 dataset. Energies are from ωB97M-V/def2-TZVPD.

Calculated values
2S+1   6
Frontier orbital gap (spin up / spin down)   6.51 / 5.38 eV
Energy relative to the best compared isomer or geometry (same formula, charge and spin)   34.10 kcal per mole
HOMO energy (spin up / spin down)   -0.118 / -0.155 Eh
Charge   -1

Last column: Mulliken charge in e.
Element x y z (Å)
H -0.873 -1.010 -2.787  0.54
H 1.609 3.524 -0.678  0.37
H -1.323 -3.057 -1.115  0.45
H 1.416 -0.679 -1.776  0.49
H 0.672 1.790 -2.571  0.41
S -0.380 0.776 2.014  -0.47
H -2.192 1.106 -1.856  0.47
C 1.342 1.565 -1.730  -0.48
C -1.497 -2.000 -0.888  -0.55
H 2.936 2.060 1.180  0.43
C 2.547 1.712 0.236  -0.39
Br 1.048 -2.732 1.207  -0.61
Ru -0.721 -1.279 1.404  0.46
C -1.978 0.211 -1.286  -0.39
C -2.291 -1.500 0.224  -0.36
H 2.998 -0.502 0.344  0.40
C 1.828 2.459 -0.724  -0.49
H -3.028 0.592 0.641  0.54
H -2.751 -2.094 1.012  0.58
N 0.164 -0.496 4.562  -0.60
C -0.057 -0.046 3.484  0.51
C 2.571 0.346 -0.188  -0.60
C -1.304 -0.918 -1.787  -0.62
C -2.470 -0.078 0.004  -0.94
C 1.734 0.251 -1.327  -0.13

Atoms 1-2, force components in eV/Å:
-0.02 0.07 0.45
0.14 -0.31 0.00

Number 1: F_max 0.3622 hartree/bohr. Number 2: F_max 0.0687 hartree/bohr.